# 1
{"formula": "C46H51CoN5O6PSSe", "method": "the ωB97M-V functional and the def2-TZVPD basis", "symbols": ["Co", "O", "C", "C", "C", "N", "C", "C", "C", "O", "O", "C", "O", "O", "H", "H", "H", "O", "C", "C", "C", "C", "C", "C", "C", "P", "C", "C", "C", "C", "C", "C", "C", "C", "C", "C", "C", "C", "H", "H", "H", "H", "H", "H", "H", "H", "H", "H", "H", "H", "H", "H", "C", "C", "N", "C", "S", "N", "C", "C", "H", "H", "H", "H", "H", "H", "H", "H", "H", "H", "H", "H", "C", "C", "C", "C", "N", "C", "Se", "N", "C", "C", "C", "C", "C", "C", "C", "C", "C", "C", "H", "H", "H", "H", "H", "H", "H", "H", "H", "H", "H", "H", "H", "H", "H", "H", "H", "H", "H", "H", "H", "H"], "coordinates": [[-0.790, 0.374, 0.314], [0.180, 5.394, -2.831], [0.027, 4.245, -2.114], [0.516, 3.026, -2.574], [0.315, 1.910, -1.786], [-0.329, 2.002, -0.633], [-0.794, 3.158, -0.174], [-0.633, 4.326, -0.893], [-1.511, 3.025, 1.173], [-1.976, 4.040, 1.686], [-1.550, 1.826, 1.607], [0.822, 0.498, -2.086], [1.482, 0.348, -3.119], [0.516, -0.354, -1.197], [0.640, 5.187, -3.651], [1.047, 2.921, -3.513], [-1.017, 5.259, -0.508], [-0.375, -1.913, 1.903], [-1.182, -1.194, 1.341], [-2.658, -1.567, 1.517], [-3.108, -2.348, 2.577], [-4.453, -2.657, 2.690], [-5.359, -2.193, 1.735], [-4.913, -1.416, 0.678], [-3.559, -1.106, 0.572], [-2.784, -0.071, -0.714], [-2.813, -1.062, -2.240], [-2.087, -0.580, -3.327], [-2.050, -1.283, -4.520], [-2.732, -2.488, -4.633], [-3.442, -2.983, -3.550], [-3.486, -2.272, -2.358], [-4.071, 1.196, -1.015], [-4.772, 1.327, -2.211], [-5.707, 2.343, -2.368], [-5.949, 3.235, -1.333], [-5.254, 3.108, -0.137], [-4.321, 2.096, 0.023], [-2.382, -2.692, 3.306], [-4.808, -3.251, 3.524], [-6.412, -2.430, 1.828], [-5.614, -1.035, -0.057], [-1.535, 0.347, -3.239], [-1.463, -0.904, -5.347], [-2.688, -3.051, -5.557], [-3.943, -3.941, -3.620], [-4.007, -2.685, -1.504], [-4.589, 0.637, -3.025], [-6.245, 2.437, -3.303], [-6.672, 4.031, -1.460], [-5.421, 3.807, 0.673], [-3.772, 2.008, 0.954], [-2.155, -6.018, 1.191], [-1.052, -4.993, 1.403], [0.153, -5.307, 0.649], [0.386, -4.860, -0.600], [-0.666, -3.905, -1.467], [1.603, -5.206, -1.134], [2.368, -6.380, -0.758], [1.686, -7.700, -1.106], [-3.037, -5.741, 1.773], [-1.838, -7.018, 1.497], [-2.434, -6.045, 0.137], [-0.772, -4.916, 2.455], [-1.382, -4.007, 1.090], [0.873, -5.830, 1.116], [1.672, -4.909, -2.096], [2.609, -6.341, 0.309], [3.329, -6.306, -1.269], [0.725, -7.787, -0.597], [2.311, -8.547, -0.815], [1.502, -7.759, -2.179], [3.212, -1.865, 4.210], [4.210, -2.005, 3.066], [3.693, -2.885, 1.930], [2.563, -2.240, 1.132], [3.051, -1.150, 0.302], [2.839, 0.176, 0.495], [1.891, 0.968, 1.854], [3.437, 0.828, -0.544], [3.491, 2.275, -0.682], [4.495, 2.921, 0.271], [5.921, 2.385, 0.185], [6.636, 2.732, -1.117], [3.990, -0.094, -1.422], [4.622, 0.040, -2.647], [5.038, -1.121, -3.279], [4.816, -2.379, -2.714], [4.156, -2.513, -1.502], [3.747, -1.348, -0.874], [3.646, -1.307, 5.041], [2.911, -2.848, 4.584], [2.319, -1.329, 3.887], [5.148, -2.425, 3.443], [4.449, -1.013, 2.671], [3.319, -3.829, 2.343], [4.515, -3.141, 1.254], [1.782, -1.833, 1.767], [2.073, -2.956, 0.469], [2.496, 2.664, -0.462], [3.713, 2.490, -1.728], [4.112, 2.788, 1.283], [4.496, 3.998, 0.069], [5.910, 1.300, 0.327], [6.491, 2.793, 1.024], [6.197, 2.214, -1.970], [7.690, 2.452, -1.076], [6.583, 3.807, -1.313], [4.740, 1.004, -3.122], [5.522, -1.051, -4.245], [5.147, -3.264, -3.241], [3.946, -3.484, -1.074]], "orbital_gap_ev": [6.56, 7.06], "e_homo_ev": [-4.3, -4.8], "largest_force_ev_per_a": 0.4, "total_charge": -1, "s2": 0.769, "spin_multiplicity": 2, "relative_energy_kcal_mol": 0.0, "e_lumo_ha": [0.08238, 0.08238]}



# 2
{"formula": "C3H13NO2S", "method": "the ωB97M-V functional and the def2-TZVPD basis", "symbols": ["C", "C", "C", "S", "N", "H", "H", "H", "H", "H", "H", "H", "H", "H", "H", "H", "O", "H", "H", "O"], "coordinates": [[1.152, 0.349, -0.385], [-0.336, 0.379, -0.744], [-0.725, 1.055, -2.102], [-0.648, -0.024, -3.508], [1.306, 0.910, 0.991], [1.826, 0.872, -1.061], [1.527, -0.698, -0.294], [-0.678, -0.617, -1.029], [-0.915, 0.715, 0.120], [-0.046, 1.905, -2.298], [-1.683, 1.577, -2.038], [-1.792, 0.397, -4.108], [0.766, 1.773, 0.899], [2.231, 1.246, 1.237], [-2.315, -1.413, 1.480], [-1.854, -2.634, 2.235], [-2.393, -2.378, 1.457], [1.096, -0.947, 2.433], [2.164, -1.457, 3.337], [1.316, -1.010, 3.379]], "orbital_gap_ev": [2.08, 8.18], "e_homo_ev": [1.0, -5.2], "largest_force_ev_per_a": 2.6, "total_charge": -1, "s2": 0.751, "spin_multiplicity": 2, "relative_energy_kcal_mol": 28.4, "e_lumo_ha": [0.11207, 0.10888]}



# 3
{"formula": "C18H34N6O11P2Ti", "method": "the ωB97M-V functional and the def2-TZVPD basis", "symbols": ["Ti", "O", "P", "O", "O", "O", "P", "O", "O", "O", "H", "H", "N", "C", "C", "C", "C", "N", "C", "N", "N", "C", "O", "O", "H", "H", "H", "H", "H", "H", "H", "H", "H", "H", "H", "H", "H", "H", "O", "N", "O", "C", "C", "C", "C", "C", "C", "C", "C", "N", "C", "C", "C", "C", "H", "H", "H", "H", "H", "H", "H", "H", "H", "H", "H", "H", "H", "H", "H", "H", "H", "H"], "coordinates": [[-0.255, -0.838, 0.252], [1.595, 0.712, 1.586], [1.841, -0.722, 2.340], [2.184, -0.544, 3.752], [0.579, -1.491, 1.930], [3.043, -1.339, 1.488], [2.995, -1.622, -0.117], [3.957, -0.520, -0.729], [3.481, -2.971, -0.422], [1.565, -1.226, -0.524], [1.512, 1.408, 2.253], [3.519, 0.354, -0.898], [2.320, 1.588, -1.413], [1.578, 0.932, -2.497], [1.912, 1.579, -3.833], [1.549, 0.776, -5.081], [2.033, -0.675, -5.051], [1.071, -1.530, -4.380], [1.325, -2.621, -3.592], [2.638, -2.940, -3.355], [0.385, -3.375, -3.121], [0.088, 0.755, -2.183], [-0.732, 0.557, -3.063], [-0.181, 0.773, -0.905], [1.775, 1.493, -0.557], [2.404, 2.582, -1.596], [1.929, -0.104, -2.529], [2.997, 1.736, -3.834], [1.457, 2.575, -3.888], [2.000, 1.270, -5.947], [0.470, 0.791, -5.241], [3.007, -0.720, -4.558], [2.193, -1.026, -6.076], [0.154, -1.126, -4.246], [3.273, -2.161, -3.261], [2.747, -3.573, -2.571], [-0.516, -3.061, -3.470], [0.075, -3.669, -1.556], [-0.208, -3.817, -0.573], [-0.927, -2.781, -0.164], [-1.075, -1.859, -1.111], [-0.177, 0.803, 5.774], [-0.599, 1.270, 4.410], [-0.408, 2.587, 4.008], [-0.714, 3.002, 2.713], [-0.473, 4.426, 2.284], [-1.210, 2.067, 1.815], [-1.418, 0.739, 2.194], [-1.122, 0.357, 3.499], [-1.838, -0.195, 1.203], [-3.264, -0.616, 1.272], [-4.132, 0.499, 1.866], [-3.780, -0.892, -0.142], [-3.409, -1.878, 2.127], [0.214, 1.628, 6.371], [0.609, 0.052, 5.674], [-1.011, 0.354, 6.318], [0.006, 3.301, 4.714], [-0.833, 5.133, 3.033], [-0.980, 4.640, 1.343], [0.592, 4.624, 2.137], [-1.417, 2.341, 0.786], [-1.207, -0.687, 3.773], [-4.021, 1.423, 1.295], [-3.879, 0.709, 2.906], [-5.179, 0.193, 1.826], [-3.595, -0.032, -0.787], [-4.855, -1.086, -0.105], [-3.297, -1.754, -0.593], [-3.153, -1.677, 3.169], [-2.758, -2.670, 1.758], [-4.444, -2.233, 2.099]], "orbital_gap_ev": [8.20, 7.92], "e_homo_ev": [-5.7, -5.8], "largest_force_ev_per_a": 1.0, "total_charge": -1, "s2": 0.756, "spin_multiplicity": 2, "relative_energy_kcal_mol": 10.7, "e_lumo_ha": [0.09313, 0.07787]}



> Which formula does entry 3 have?

C18H34N6O11P2Ti